C35H27Cl2N3O4 | ωB97M-V/def2-TZVPD

Values from the calculation:
- strongest force on any atom (eV Å⁻¹) = 0.622
- SMILES string = Cc1cccc([C@@H]2[C@@H]3C(=O)N(Cc4ccccc4)C(=O)[C@@H]3[C@]3(Cc4ccc(Cl)cc4)C(=O)N(c4cccc(Cl)c4)C(=O)N23)c1
- energy above the lowest of the compared OMol25 structures with the same formula, charge and spin (eV) = 0.000
- LUMO energy (eV) = 0.478
- DFT total energy (eV) = -74442.22089
- gap between HOMO and LUMO (eV) = 9.44
- HOMO (eV) = -8.96

Last column: Mulliken charge in e.
Atoms and positions in Å:
C -3.380 -1.232 -0.792  -2.268
C -2.018 -1.419 -1.383  0.194
C -1.821 -2.246 -2.481  -0.636
C -0.570 -2.362 -3.057  -1.093
C 0.492 -1.618 -2.575  -0.176
C 0.315 -0.781 -1.483  0.354
C -0.932 -0.722 -0.874  0.212
H -1.089 -0.105 0.001  0.500
C 1.468 0.078 -1.009  -0.440
N 1.015 1.391 -0.560  0.411
C -0.157 1.970 -0.952  -0.219
O -0.626 1.996 -2.056  -0.595
N -0.701 2.613 0.187  0.659
C 0.062 2.413 1.314  -0.858
O -0.144 2.837 2.417  -0.633
C 1.310 1.674 0.826  1.570
C 2.463 2.706 0.962  -1.220
C 3.757 2.202 0.397  -0.087
C 3.980 2.238 -0.975  0.032
C 5.152 1.742 -1.517  -0.892
C 6.118 1.209 -0.677  0.373
C 5.923 1.181 0.695  -0.908
C 4.745 1.678 1.223  -0.107
H 4.601 1.667 2.294  0.444
H 6.687 0.778 1.341  0.424
Cl 7.584 0.585 -1.346  -0.219
H 5.320 1.771 -2.582  0.449
H 3.229 2.659 -1.626  0.407
H 2.160 3.612 0.431  0.554
H 2.563 2.945 2.022  0.552
C 1.680 0.316 1.419  0.274
C 0.555 -0.552 1.978  -0.518
O -0.333 -0.238 2.718  -0.638
N 0.793 -1.839 1.530  0.531
C 1.759 -1.923 0.552  -1.021
O 2.174 -2.941 0.072  -0.593
C 2.197 -0.504 0.236  0.744
H 3.278 -0.461 0.101  0.664
C 0.156 -3.007 2.118  -1.595
C -0.988 -3.565 1.311  0.797
C -2.292 -3.438 1.769  -0.429
C -3.336 -4.021 1.072  -0.759
C -3.085 -4.722 -0.095  -0.407
C -1.788 -4.832 -0.567  -0.777
C -0.742 -4.262 0.134  -0.113
H 0.270 -4.360 -0.227  0.474
H -1.588 -5.375 -1.479  0.433
H -3.900 -5.184 -0.635  0.409
H -4.346 -3.929 1.443  0.406
H -2.489 -2.890 2.679  0.412
H -0.196 -2.704 3.107  0.552
H 0.936 -3.770 2.216  0.451
H 2.417 0.423 2.218  0.548
C -1.965 3.248 0.183  0.546
C -2.997 2.699 -0.567  -0.303
C -4.236 3.316 -0.550  -0.171
C -4.462 4.457 0.203  -0.476
C -3.422 4.986 0.948  -0.718
C -2.172 4.392 0.942  -0.564
H -1.369 4.803 1.531  0.436
H -3.588 5.873 1.539  0.381
H -5.436 4.920 0.206  0.436
Cl -5.521 2.634 -1.479  -0.234
H -2.833 1.818 -1.164  0.571
H 2.180 0.196 -1.833  0.743
H 1.460 -1.682 -3.050  0.477
H -0.424 -3.014 -3.905  0.429
H -2.657 -2.795 -2.888  0.489
H -3.962 -2.147 -0.861  0.495
H -3.913 -0.455 -1.341  0.474
H -3.317 -0.929 0.250  0.358


C4H14NOS | ωB97M-V/def2-TZVPD

Values from the calculation:
- strongest force on any atom (eV Å⁻¹) = 0.309
- energy above the lowest of the compared OMol25 structures with the same formula, charge and spin (eV) = 0.014
- LUMO energy (eV) = -3.016
- DFT total energy (eV) = -18742.17408
- gap between HOMO and LUMO (eV) = 9.44
- total charge = +1
- HOMO (eV) = -12.45

Last column: Mulliken charge in e.
Atoms and positions in Å:
C -0.279 1.357 0.404  -0.673
C 0.686 0.762 1.435  -0.412
C 1.460 -0.493 1.019  -0.897
S 0.504 -1.790 0.177  -0.083
C -0.699 -2.191 1.465  -0.804
N 0.223 1.231 -1.010  -0.140
H -1.239 0.852 0.413  0.318
H -0.436 2.417 0.590  0.395
H 0.097 0.529 2.323  0.330
H 1.414 1.530 1.706  0.377
H 1.901 -0.939 1.909  0.452
H 2.301 -0.266 0.356  0.370
H -1.231 -3.075 1.133  0.350
H -1.426 -1.396 1.602  0.239
H -0.192 -2.421 2.401  0.289
H 1.081 1.760 -1.147  0.388
H 0.419 0.239 -1.184  0.271
H -0.480 1.544 -1.707  0.270
H -2.689 2.149 -2.524  0.300
H -1.706 2.360 -3.687  0.311
O -1.757 2.063 -2.773  -0.653


C4H13N2O | ωB97M-V/def2-TZVPD

Values from the calculation:
- strongest force on any atom (eV Å⁻¹) = 1.235
- energy above the lowest of the compared OMol25 structures with the same formula, charge and spin (eV) = 0.672
- LUMO energy (eV) = -3.171
- DFT total energy (eV) = -9380.91131
- gap between HOMO and LUMO (eV) = 11.81
- total charge = +1
- HOMO (eV) = -14.98

Last column: Mulliken charge in e.
Atoms and positions in Å:
C 0.157 2.816 -0.420  -1.225
C -0.032 1.567 -1.278  -0.187
C -1.223 0.706 -0.872  -0.912
N 0.597 -1.335 0.261  -0.212
C -0.378 -0.772 0.938  0.040
N -1.130 0.201 0.512  -0.043
H 0.488 2.562 0.589  0.308
H 0.874 3.465 -0.897  0.367
H -0.777 3.367 -0.281  0.326
H 0.876 0.972 -1.214  0.240
H -0.154 1.857 -2.316  0.380
H -1.286 -0.147 -1.551  0.352
H -2.162 1.249 -0.930  0.446
H 1.011 -2.219 0.572  0.248
H 0.588 -1.275 -0.755  0.268
H -0.659 -1.201 1.892  0.377
H -1.854 0.481 1.155  0.268
H 1.363 -4.469 0.915  0.335
H 1.933 -4.090 2.282  0.323
O 1.766 -3.735 1.399  -0.701


C50H141N17O21P8 | ωB97M-V/def2-TZVPD

Values from the calculation:
- strongest force on any atom (eV Å⁻¹) = 2.101
- SMILES string = CN(C)P(=O)(N(C)C)N(C)C.CN(C)P(=O)(N(C)C)N(C)C.CN(C)P(=O)(N(C)C)N(C)C.CN(C)P(=O)(N(C)C)N(C)C.CN(C)P(=O)(N(C)C)N(C)C.CCOP(=O)(OCC)OCC.CCOP(=O)(OCC)OCC.CCOP(=O)(OCC)OCC.C[N+](=O)[O-].C[N+](=O)[O-]
- energy above the lowest of the compared OMol25 structures with the same formula, charge and spin (eV) = 0.000
- LUMO energy (eV) = 0.059
- DFT total energy (eV) = -196786.44454
- gap between HOMO and LUMO (eV) = 8.45
- HOMO (eV) = -8.39

Last column: Mulliken charge in e.
Atoms and positions in Å:
O -3.412 7.449 2.237  -0.937
P -2.161 7.805 2.923  0.291
N -0.786 7.010 2.439  0.662
C -0.982 5.640 1.961  -1.147
C 0.562 7.506 2.558  -1.077
N -2.286 7.640 4.568  0.451
C -3.464 7.028 5.130  -1.109
C -1.301 8.126 5.511  -1.000
N -1.708 9.392 2.670  0.305
C -1.465 9.791 1.308  -1.166
C -2.309 10.476 3.438  -0.921
H -1.626 5.606 1.082  0.417
H -1.381 5.010 2.764  0.367
H -0.031 5.197 1.665  0.277
H 1.202 6.894 1.909  0.394
H 0.972 7.462 3.568  0.173
H 0.742 8.472 2.079  0.318
H -3.234 6.055 5.573  0.193
H -3.896 7.659 5.925  0.386
H -4.303 6.988 4.442  0.351
H -1.340 7.432 6.364  0.417
H -0.265 8.000 5.209  0.138
H -1.547 9.120 5.886  0.301
H -0.770 9.075 0.841  0.333
H -2.313 9.763 0.615  0.294
H -0.902 10.720 1.206  0.383
H -1.739 11.400 3.376  0.310
H -2.465 10.176 4.472  0.227
H -3.328 10.672 3.072  0.342
O -0.287 1.554 -2.128  -0.925
P -0.911 0.699 -1.100  -0.522
N -0.500 1.097 0.468  0.651
C -0.480 2.540 0.722  -0.701
C 0.493 0.270 1.152  0.174
N -0.654 -0.927 -1.219  1.793
C 0.743 -1.350 -1.438  -2.456
C -1.574 -1.941 -0.762  -1.315
N -2.549 0.895 -1.097  0.904
C -3.427 0.530 0.011  -1.217
C -3.206 1.405 -2.307  -1.537
H -0.133 3.113 -0.139  0.475
H -0.028 2.771 1.683  -0.367
H -1.533 2.851 0.808  0.326
H 1.491 0.245 0.684  -0.036
H 0.089 -0.738 1.183  -0.052
H 0.717 0.731 2.116  -0.123
H 1.358 -0.466 -1.614  0.474
H 1.106 -1.862 -0.546  0.113
H 0.759 -1.959 -2.341  0.960
H -1.119 -2.926 -0.893  0.291
H -1.846 -1.802 0.286  0.449
H -2.455 -1.987 -1.409  0.137
H -4.158 -0.206 -0.345  0.372
H -2.826 0.134 0.820  0.365
H -4.007 1.413 0.295  0.334
H -4.131 1.901 -2.029  0.511
H -3.250 0.631 -3.070  0.248
H -2.558 2.198 -2.684  0.330
O 3.163 2.464 7.525  -0.912
P 1.998 2.333 6.636  0.222
N 0.537 2.643 7.338  0.297
C 0.484 3.509 8.506  -1.000
C -0.714 2.438 6.629  -0.823
N 1.756 0.874 5.891  0.656
C 2.635 0.502 4.813  -0.991
C 1.131 -0.225 6.632  -0.857
N 2.166 3.375 5.334  0.745
C 1.380 3.294 4.098  -1.056
C 3.351 4.197 5.256  -1.032
H -0.235 3.132 9.237  0.333
H 0.170 4.521 8.219  0.231
H 1.478 3.521 8.947  0.331
H -1.004 3.396 6.166  0.096
H -1.525 2.210 7.324  0.362
H -0.594 1.691 5.854  0.218
H 2.468 1.016 3.861  0.097
H 3.707 0.541 5.031  0.143
H 2.459 -0.533 4.503  0.452
H 0.038 -0.146 6.652  0.276
H 1.394 -1.183 6.199  0.292
H 1.407 -0.176 7.689  0.348
H 2.096 3.263 3.272  0.142
H 0.865 2.333 4.117  0.209
H 0.649 4.102 4.055  0.266
H 4.176 3.643 4.766  0.305
H 3.764 4.412 6.238  0.384
H 3.253 5.109 4.666  0.233
O -2.252 -7.860 1.374  -0.854
P -3.088 -6.964 0.578  -0.543
N -3.173 -5.391 1.108  0.585
C -2.004 -4.773 1.740  -0.516
C -4.048 -4.384 0.512  -0.942
N -4.683 -7.401 0.553  0.482
C -5.308 -8.061 -0.578  -0.960
C -5.329 -7.617 1.839  -1.051
N -2.647 -6.942 -1.026  0.894
C -1.597 -7.881 -1.440  -0.816
C -3.038 -5.961 -2.013  -1.182
H -1.384 -5.562 2.159  0.044
H -2.382 -4.036 2.452  0.390
H -1.403 -4.212 1.010  -0.070
H -4.752 -4.877 -0.148  0.455
H -3.490 -3.659 -0.090  0.041
H -4.527 -3.849 1.336  0.389
H -5.010 -7.624 -1.525  0.271
H -5.171 -9.150 -0.576  0.297
H -6.395 -7.933 -0.521  0.388
H -4.694 -8.247 2.473  0.293
H -5.440 -6.662 2.360  0.285
H -6.299 -8.104 1.797  0.401
H -1.562 -7.969 -2.524  0.347
H -0.614 -7.542 -1.097  0.093
H -1.773 -8.856 -0.990  0.277
H -2.971 -6.405 -3.010  0.624
H -2.388 -5.076 -2.010  0.016
H -4.084 -5.672 -1.926  0.382
O -5.368 -3.531 -7.621  -0.913
P -4.329 -2.868 -6.813  0.191
N -4.586 -1.236 -6.751  0.331
C -5.970 -0.772 -6.751  -1.018
C -3.591 -0.236 -6.391  -0.415
N -2.780 -2.966 -7.367  0.489
C -2.483 -2.369 -8.651  -1.222
C -1.828 -3.972 -6.885  -1.139
N -4.277 -3.448 -5.263  0.336
C -3.491 -2.789 -4.231  0.091
C -4.975 -4.664 -4.869  -0.825
H -6.456 -1.036 -5.800  0.299
H -6.533 -1.305 -7.517  0.318
H -6.054 0.297 -6.910  0.361
H -2.614 -0.495 -6.800  0.010
H -3.430 -0.213 -5.307  -0.156
H -3.878 0.754 -6.736  0.551
H -1.426 -2.361 -8.912  0.405
H -2.976 -2.911 -9.471  0.289
H -2.863 -1.349 -8.713  0.452
H -1.304 -4.438 -7.719  0.480
H -1.120 -3.528 -6.185  0.221
H -2.417 -4.787 -6.460  0.308
H -2.451 -2.678 -4.570  0.072
H -3.889 -1.815 -3.951  0.132
H -3.392 -3.499 -3.407  -0.453
H -4.228 -5.430 -4.617  0.222
H -5.699 -4.976 -5.611  0.360
H -5.479 -4.469 -3.913  0.291
C 0.020 -0.315 -4.571  0.399
N 0.309 -0.601 -6.002  1.170
O -0.031 0.216 -6.832  -0.658
O 0.846 -1.663 -6.250  -0.622
H -0.416 0.667 -4.442  0.293
H 1.015 -0.283 -4.122  -0.258
H -0.560 -1.129 -4.152  -0.325
C -5.621 5.093 -5.188  -0.827
N -5.879 3.662 -4.906  0.872
O -6.867 3.166 -5.409  -0.518
O -5.034 3.047 -4.285  -0.480
H -4.555 5.290 -5.232  0.329
H -6.061 5.755 -4.449  0.293
H -6.059 5.271 -6.166  0.331
C 7.216 -0.572 -5.896  -1.157
C 6.892 -0.295 -4.438  -0.236
O 5.744 -1.034 -4.022  -0.227
P 4.435 -0.368 -3.440  0.412
O 4.540 0.015 -2.030  -0.406
O 3.335 -1.457 -3.758  0.008
C 3.341 -2.683 -2.988  0.204
C 2.686 -3.731 -3.844  -0.917
O 4.037 0.698 -4.530  -0.306
C 3.745 2.091 -4.307  -0.470
C 3.010 2.438 -3.045  -0.474
H 7.455 -1.632 -5.998  0.295
H 6.306 -0.399 -6.471  0.299
H 8.082 0.006 -6.207  0.376
H 7.696 -0.686 -3.808  0.347
H 6.818 0.773 -4.220  0.284
H 4.347 -2.990 -2.692  0.592
H 2.796 -2.449 -2.078  -0.173
H 3.280 -4.026 -4.703  0.379
H 2.437 -4.600 -3.227  0.268
H 1.718 -3.351 -4.182  -0.035
H 4.676 2.658 -4.437  0.317
H 3.196 2.427 -5.190  0.313
H 2.228 1.693 -2.854  -0.076
H 3.617 2.510 -2.150  0.065
H 2.453 3.366 -3.175  0.501
C 1.243 -10.124 3.642  -1.281
C 1.167 -9.238 2.409  -0.276
O 0.722 -7.923 2.813  0.067
P 1.783 -6.768 3.024  0.519
O 2.914 -7.131 3.878  -0.811
O 0.847 -5.603 3.553  0.108
C 0.276 -5.807 4.884  -0.167
C 0.455 -4.538 5.710  -1.259
O 2.180 -6.271 1.594  -0.394
C 1.258 -6.081 0.501  0.095
C 1.525 -4.788 -0.221  -0.859
H 1.711 -11.076 3.382  0.399
H 1.865 -9.690 4.423  0.293
H 0.228 -10.268 4.012  0.299
H 2.150 -9.176 1.938  0.390
H 0.383 -9.578 1.738  0.254
H -0.770 -5.990 4.645  0.190
H 0.726 -6.660 5.385  0.370
H -0.491 -4.014 5.837  0.362
H 0.806 -4.817 6.707  0.421
H 1.225 -3.868 5.335  0.206
H 1.521 -6.940 -0.121  0.357
H 0.225 -6.210 0.824  -0.147
H 0.845 -4.707 -1.072  0.263
H 1.492 -3.908 0.419  0.175
H 2.535 -4.831 -0.637  0.424
C 4.759 0.701 1.977  -1.563
C 4.057 1.890 1.374  1.652
O 4.805 3.094 1.639  -0.350
P 5.220 4.083 0.476  0.784
O 4.345 4.096 -0.698  -0.579
O 5.352 5.474 1.230  -0.179
C 4.251 6.090 1.872  0.492
C 4.180 7.573 1.529  -1.098
O 6.737 3.732 0.267  -0.226
C 7.627 4.620 -0.423  -0.248
C 8.571 5.279 0.568  -1.121
H 4.035 -0.106 2.138  0.337
H 5.558 0.274 1.377  0.357
H 5.111 0.938 2.982  0.399
H 3.781 1.764 0.325  -0.145
H 3.090 2.041 1.869  -0.871
H 3.306 5.564 1.680  0.015
H 4.333 5.948 2.954  0.014
H 4.649 7.746 0.564  0.341
H 3.157 7.948 1.480  0.162
H 4.652 8.143 2.330  0.330
H 8.173 3.973 -1.106  0.411
H 7.119 5.398 -0.993  0.300
H 8.247 6.255 0.934  0.266
H 8.601 4.666 1.476  0.290
H 9.621 5.374 0.289  0.366


Question: Which of these has the lowest HOMO?
Answer: C4H13N2O